No. 1
95
Properties=species:S:1:pos:R:3:forces:R:3:mulliken_charge:R:1 method="wB97M-V/def2-TZVPD" e_lumo_ev=-1.53 gap_ev=8.4 multiplicity=1 smiles="O=[N+]([O-])c1ccccc1.O=[N+]([O-])c1ccccc1.O=[N+]([O-])c1ccccc1.O=[N+]([O-])c1ccccc1.C[C@H]1COC(=O)O1.C[C@H]1COC(=O)O1.C[C@H]1COC(=O)O1" total_charge=0
O -5.409679 -5.259605 3.602054 0.07 0.37 0.00 -0.62
N -5.425212 -4.425562 2.713426 -1.21 -1.26 -0.86 0.99
O -6.335596 -4.343279 1.883209 0.97 0.27 0.86 -0.60
C -4.273768 -3.550698 2.567829 -0.94 1.45 -0.79 -0.17
C -3.222461 -3.683860 3.437501 -0.20 -0.57 0.07 -0.37
C -2.159182 -2.812739 3.360171 0.13 0.46 0.05 -0.98
C -2.215747 -1.761060 2.451217 0.21 -0.21 -0.27 0.08
C -3.298438 -1.628920 1.575275 0.58 0.03 0.44 -0.04
C -4.373149 -2.509255 1.632745 0.99 0.32 0.16 -0.63
H -3.302931 -4.489478 4.147904 0.29 -0.06 0.16 0.52
H -1.321775 -2.949320 4.032833 0.03 0.13 -0.06 0.49
H -1.388609 -1.049579 2.373126 -0.22 -0.26 0.05 0.61
H -3.237403 -0.816487 0.861447 -0.41 -0.09 -0.06 0.17
H -5.195071 -2.301891 0.963200 -0.22 -0.60 0.22 0.50
O 2.370250 4.721828 0.097834 -0.82 -0.67 1.35 -0.60
N 2.527631 4.025675 1.114384 2.14 1.07 -2.07 1.16
O 3.495474 3.279343 1.185995 -0.95 -0.30 0.79 -0.63
C 1.663384 4.236647 2.267824 -0.20 -0.41 0.19 -0.06
C 1.842006 3.417261 3.393281 0.45 -0.26 -0.17 -0.17
C 1.072623 3.596581 4.521400 -1.22 1.25 -0.45 -0.73
C 0.094045 4.619074 4.436405 -0.04 -0.47 0.55 -0.41
C -0.110092 5.374605 3.307458 0.16 0.03 -0.62 -0.66
C 0.693504 5.209807 2.163827 -0.55 -0.03 0.94 -0.28
H 2.591628 2.637483 3.350753 0.06 0.10 -0.06 0.49
H 1.123359 2.983929 5.413319 0.30 -0.01 -0.18 0.43
H -0.623425 4.860631 5.220322 0.49 -0.48 0.30 0.56
H -0.958138 6.046171 3.374457 0.26 0.26 -0.51 0.39
H 0.564673 5.779786 1.254588 0.05 -0.01 0.07 0.54
O -1.013531 -4.974220 -4.372499 0.22 1.36 0.71 -0.61
N -1.067788 -4.029770 -3.580275 -1.91 -0.46 -0.23 1.01
O -1.958353 -3.166615 -3.584056 1.18 -0.88 -0.51 -0.59
C -0.157431 -4.003962 -2.447789 0.50 0.55 0.92 -0.09
C 0.871377 -4.937069 -2.385122 -0.57 0.42 -0.59 -0.54
C 1.751613 -4.883904 -1.326437 -0.33 -0.33 -0.25 -0.49
C 1.555256 -3.968927 -0.314559 0.38 0.41 0.10 -1.00
C 0.528355 -3.027967 -0.359839 0.12 -0.72 -0.70 -0.17
C -0.345779 -3.029035 -1.449337 0.41 -0.13 -0.04 0.03
H 0.959189 -5.636607 -3.203907 0.11 -0.09 0.09 0.48
H 2.564825 -5.584117 -1.309627 0.29 -0.12 0.18 0.45
H 2.297419 -3.941168 0.468651 -0.09 0.08 0.29 0.38
H 0.468550 -2.315365 0.440168 -0.32 0.33 0.06 0.68
H -1.111475 -2.264363 -1.538067 0.03 -0.29 -0.03 0.43
O 6.103350 -3.621149 -1.084566 0.30 -0.67 0.01 -0.62
N 5.509352 -2.575663 -1.118185 0.23 1.03 -0.79 1.10
O 4.781956 -2.153266 -0.261388 -0.81 0.03 1.22 -0.61
C 5.670023 -1.694212 -2.296016 0.07 -0.41 -0.11 0.00
C 4.926914 -0.517889 -2.376611 -0.10 -0.46 0.61 -0.11
C 4.988527 0.246331 -3.513153 0.66 -0.41 -0.77 -0.35
C 5.806207 -0.201077 -4.566800 0.14 0.04 -0.22 -0.55
C 6.570391 -1.353865 -4.453902 0.14 -0.20 0.47 -0.38
C 6.516264 -2.126363 -3.293589 -0.04 0.58 -0.54 -0.53
H 4.289489 -0.225722 -1.551025 0.11 -0.12 -0.07 0.43
H 4.403634 1.146755 -3.559528 -0.10 0.18 -0.26 0.44
H 5.905922 0.308759 -5.519294 -0.31 0.36 0.24 0.36
H 7.253288 -1.673839 -5.238070 -0.28 0.21 -0.01 0.36
H 7.134671 -3.003842 -3.207702 -0.16 -0.17 0.22 0.46
C -1.853410 1.931251 3.059243 0.92 -0.09 -0.92 -0.60
C -2.471887 1.374666 4.312308 -0.20 0.66 0.06 0.52
C -2.692077 2.395176 5.450359 0.49 -0.24 0.00 -0.07
O -4.034662 2.241924 5.846531 -0.96 -0.78 -0.13 -0.41
C -4.689716 1.318666 5.027969 5.34 2.50 -0.59 0.46
O -5.783924 1.016858 5.088431 -4.24 -1.31 0.56 -0.42
O -3.812411 0.960302 4.046704 -0.02 -0.81 -0.10 -0.35
H -1.975474 1.273322 2.197160 -0.86 -0.03 0.02 -0.21
H -0.758897 1.928022 3.054225 0.07 0.25 0.85 -0.05
H -2.149660 2.946622 2.813519 -0.35 0.02 -0.06 0.51
H -1.843180 0.552695 4.642807 -0.36 -0.47 0.18 0.19
H -2.523637 3.414464 5.095073 -0.04 -0.01 0.15 0.15
H -2.070660 2.163975 6.318393 0.12 0.26 -0.12 0.26
C -2.462711 1.404765 -5.958295 -0.19 0.67 0.47 -1.62
C -1.816427 1.394133 -4.539538 0.02 -2.10 -1.91 0.64
C -1.478809 -0.060810 -4.055488 -0.15 0.75 -0.40 -0.57
O -0.135090 0.035463 -3.543962 -0.39 1.33 -0.97 -0.23
C 0.415313 1.240322 -4.018820 -0.55 -2.97 0.84 0.56
O 1.559622 1.447951 -3.803011 0.68 1.15 -0.16 -0.48
O -0.472940 1.924132 -4.708291 -0.46 1.12 0.27 -0.38
H -2.506155 2.430206 -6.312593 0.27 0.28 -0.04 0.39
H -3.509741 1.107276 -6.014628 -0.01 -0.35 0.63 0.40
H -1.946357 0.826201 -6.718780 0.42 -0.17 0.28 0.39
H -2.443770 1.949494 -3.850654 0.47 0.35 0.30 0.29
H -1.576965 -0.750805 -4.915200 0.44 0.15 0.57 0.41
H -2.079063 -0.386510 -3.232302 -0.58 -0.22 0.22 0.25
C 1.863134 0.687802 -0.424291 -0.57 -0.09 0.54 -1.73
C 0.565777 1.254208 0.203269 0.68 0.76 -1.63 1.36
C 0.079017 2.575853 -0.512476 0.18 -1.30 1.32 -0.07
O -1.296919 2.303181 -0.860241 1.42 0.76 -0.25 -0.49
C -1.552155 1.006105 -0.697137 2.32 0.96 0.79 0.27
O -2.560825 0.532091 -1.022796 -2.52 -1.79 -0.68 -0.58
O -0.515211 0.353703 -0.110882 -0.19 0.03 0.62 0.26
H 2.240601 -0.157428 0.157146 -0.35 -0.26 -0.20 0.44
H 2.702165 1.375343 -0.393778 -0.15 0.60 -0.07 0.46
H 1.651072 0.412454 -1.461500 0.16 -0.09 0.16 0.18
H 0.704517 1.455189 1.269110 -0.46 -0.53 0.09 -0.39
H 0.762738 2.739950 -1.332810 -0.45 0.42 -0.66 0.43
H 0.078648 3.382817 0.204002 -0.01 0.41 -0.19 -0.11

No. 2
86
Properties=species:S:1:pos:R:3:forces:R:3:mulliken_charge:R:1 method="wB97M-V/def2-TZVPD" e_lumo_ev="-11.10 / -11.11" gap_ev="3.0 / 2.8" multiplicity=1 total_charge=+3
Ru 1.106779 0.843050 -0.143465 0.04 0.65 -1.07 -0.08
C -1.671916 1.608626 -4.710626 0.04 0.09 0.02 -0.67
O -0.634697 2.520456 -4.260921 -0.13 -0.06 -0.12 -0.36
C -0.003214 1.977457 -3.248209 0.11 0.06 0.13 0.29
N -0.379689 0.761687 -2.964601 -0.17 -0.06 -0.16 0.01
C -1.343977 0.292487 -3.989623 0.21 0.11 0.01 0.06
C -2.564208 -0.419247 -3.457479 0.06 0.09 -0.36 0.33
C -2.845018 -0.550798 -2.128008 0.29 -0.07 0.17 -0.60
C -4.049300 -1.318813 -1.677224 0.11 -0.39 0.10 -0.56
C -5.045360 -1.608838 -2.757497 0.12 -0.04 -0.18 -0.79
C -4.716592 -1.459997 -4.055187 -0.29 0.00 0.05 -0.80
C -3.448689 -0.933154 -4.417734 0.16 0.05 0.48 -0.49
C 1.037354 2.820784 -2.636482 0.04 0.05 0.03 0.77
C 1.472204 3.922030 -3.369783 0.00 0.02 -0.01 -0.90
C 2.400445 4.786547 -2.813456 0.00 -0.01 0.01 -0.72
C 2.830857 4.549436 -1.519857 -0.01 0.01 -0.05 -0.58
C 2.347802 3.431836 -0.859156 -0.05 -0.02 -0.03 0.17
N 1.489571 2.550197 -1.402347 0.02 -0.02 0.09 0.42
C 2.695326 3.135289 0.537115 -0.10 -0.16 0.03 0.03
N 2.236707 2.090290 1.116952 0.00 -0.12 -0.01 0.63
C 2.732327 2.090805 2.511970 -0.03 0.05 0.00 -0.82
C 3.544367 3.415164 2.568330 0.00 -0.02 0.04 -0.54
O 3.449928 3.965913 1.213534 0.05 0.10 0.01 -0.45
C 3.570380 0.889092 2.864321 0.01 0.01 -0.01 0.51
C 4.401213 0.284432 1.928155 0.00 0.00 0.00 -0.35
C 5.254689 -0.740610 2.312531 -0.01 0.00 0.00 -0.68
C 5.292537 -1.154570 3.636851 0.00 0.00 0.00 -0.47
C 4.472428 -0.545433 4.576223 -0.01 -0.01 -0.01 -0.67
C 3.608887 0.469370 4.189666 0.00 0.00 -0.02 -0.56
H -1.617131 1.553767 -5.793524 0.00 0.00 0.00 0.38
H -2.626239 2.030327 -4.398213 0.01 0.02 -0.01 0.40
H -0.799780 -0.398870 -4.640068 -0.04 -0.03 -0.01 0.64
H -2.239088 -0.088812 -1.361366 0.07 0.05 0.02 0.66
H -4.507869 -0.792548 -0.835353 -0.06 0.13 -0.10 0.71
H -6.007064 -2.011885 -2.464177 0.02 -0.09 0.00 0.53
H -5.415471 -1.733680 -4.833746 -0.01 -0.01 -0.01 0.48
H -3.190116 -0.884368 -5.469113 0.02 0.00 -0.03 0.57
H 1.083036 4.094607 -4.361855 0.01 0.01 0.00 0.57
H 2.760213 5.639430 -3.371909 0.00 0.00 0.00 0.50
H 3.523796 5.207773 -1.014183 0.00 0.01 0.00 0.60
H 1.867183 2.138892 3.176058 0.01 -0.02 -0.01 0.61
H 4.598147 3.254658 2.779707 -0.02 0.00 0.00 0.38
H 3.129571 4.156512 3.245678 0.01 0.00 -0.01 0.32
H 4.403921 0.622444 0.896342 -0.01 0.00 0.01 0.44
H 5.904820 -1.204534 1.582398 0.00 0.00 0.00 0.46
H 5.970270 -1.941240 3.938615 0.01 -0.01 0.00 0.46
H 4.506683 -0.857838 5.611066 0.00 -0.01 0.01 0.45
H 2.971892 0.944856 4.927002 -0.01 0.00 0.00 0.44
C -1.624475 3.334589 0.208642 -0.01 0.01 0.02 -1.22
C -1.560271 2.125788 1.088016 -0.25 -0.08 0.23 0.52
C -2.485845 1.902207 2.102059 0.03 0.23 -0.24 -1.03
C -2.377644 0.764936 2.896124 0.16 -0.26 0.03 -0.69
C -1.365182 -0.157875 2.690900 -0.35 0.07 0.19 -0.72
C -0.462428 0.104316 1.661691 0.77 -0.49 -0.32 0.16
N -0.600846 1.220235 0.889428 0.24 0.04 -0.22 0.63
N 0.645351 -0.542565 1.224157 -0.56 -0.62 0.96 0.86
Si 1.086473 -2.237449 1.481461 -0.15 0.69 -0.02 -0.58
C -0.434691 -3.215945 0.951836 0.00 -0.16 0.00 -0.78
C 1.509411 -2.574131 3.256979 0.02 -0.11 -0.06 -0.71
C 2.471896 -2.574879 0.288511 -0.01 -0.07 0.03 -0.92
H -1.730560 4.238048 0.808540 -0.01 0.00 -0.01 0.46
H -2.495636 3.284979 -0.448134 0.00 0.01 -0.02 0.29
H -0.728271 3.422340 -0.399163 0.05 0.00 -0.03 0.06
H -3.265121 2.629828 2.278540 0.01 0.02 0.01 0.58
H -3.085448 0.610525 3.700413 0.00 0.00 0.02 0.51
H -1.242269 -1.023948 3.325720 0.01 0.01 0.02 0.55
H -1.283950 -3.034937 1.615215 0.00 0.04 0.03 0.33
H -0.216501 -4.286605 0.964539 -0.02 -0.06 -0.01 0.60
H -0.702499 -2.920552 -0.066732 0.02 0.01 -0.03 -0.11
H 0.620115 -2.711609 3.874924 -0.01 0.03 0.02 0.39
H 2.097435 -1.758189 3.677593 0.02 0.02 -0.02 0.07
H 2.106982 -3.483962 3.340449 -0.01 -0.04 0.03 0.38
H 2.139457 -2.516308 -0.751589 0.00 0.01 0.00 0.33
H 2.874623 -3.577829 0.444114 0.01 -0.02 -0.02 0.42
H 3.296130 -1.874628 0.428117 0.01 0.03 0.03 0.17
S 0.338622 -0.393913 -1.880457 -0.31 -0.02 0.43 -0.36
C -2.741717 -3.387839 -1.842899 0.00 -0.03 -0.12 -0.64
N -2.581598 -4.642021 -1.338194 -0.02 0.08 -0.04 0.17
C -3.188885 -5.180288 -0.271407 0.03 0.02 0.00 -0.10
C -4.094546 -4.418281 0.431092 -0.02 0.10 -0.03 -0.81
C -4.316094 -3.143244 -0.038049 -0.05 -0.04 0.24 0.26
N -3.651133 -2.682321 -1.111537 -0.09 0.21 -0.12 0.44
H -1.924266 -5.221652 -1.850008 0.03 0.01 0.00 0.31
H -2.941595 -6.202348 -0.013849 0.01 -0.01 0.00 0.47
H -4.615898 -4.803240 1.293810 -0.01 0.01 0.01 0.50
H -5.027044 -2.474209 0.431798 0.00 -0.01 0.03 0.47